The following is a DFT calculation (ωB97M-V with the def2-TZVPD basis set) of 2 unconnected molecules or ions with the total composition C7H11N at a distorted geometry.

```
19
C7H11N (ωB97M-V with the def2-TZVPD basis set)
H 2.52 -1.00 1.22
H 0.27 -0.34 0.83
C -2.40 -0.84 -0.59
H -4.44 -1.80 0.05
C -0.25 1.74 0.55
C 0.45 0.63 0.40
C 2.02 -0.81 -0.99
H 0.16 2.65 0.16
H 3.73 0.02 0.36
C 2.73 -0.46 0.31
H 2.60 -0.82 -2.02
H 2.16 1.43 -0.71
H -3.33 0.62 0.90
H -1.75 -0.58 -1.33
C 1.76 0.55 -0.26
C -3.55 -1.23 -0.09
N -2.80 -0.32 0.80
H -1.16 2.06 1.17
H 1.28 -1.50 -0.76
```

Output
HOMO-LUMO gap, eV: 9.182
SMILES string: C=CC1CC1.C1=CN1
ΔE to the lowest compared entry with this formula, charge and spin, kJ/mol: 655.7
E, a.u.: -327.83825